(1)
The following is a quantum chemistry calculation of C23H27N5O2S in the gas phase at a distorted geometry, from the Open Molecules 2025 dataset.

Last column: Mulliken charge in e.
Geometry (Å):
1 C 3.927 2.737 3.983  -0.83
2 O 2.723 2.228 4.503  -0.47
3 C 2.117 1.197 3.860  0.88
4 C 2.596 0.582 2.708  -0.54
5 C 1.886 -0.460 2.134  -0.30
6 C 0.702 -0.909 2.693  0.45
7 C -0.094 -2.019 2.056  -0.86
8 N -1.414 -1.566 1.701  1.05
9 N -2.506 -1.984 2.349  -0.47
10 N -3.503 -1.390 1.846  -0.82
11 N -3.135 -0.569 0.872  -0.21
12 C -1.826 -0.663 0.774  -1.17
13 C -0.946 0.037 -0.205  1.25
14 C -1.128 1.567 -0.119  0.28
15 C -0.153 2.245 -1.075  -1.31
16 C -0.904 2.054 1.310  -1.42
17 N -1.152 -0.440 -1.568  0.80
18 C -0.454 -1.676 -1.876  -0.49
19 C 1.026 -1.517 -1.756  0.57
20 C 1.972 -2.292 -1.147  -0.79
21 C 3.215 -1.649 -1.370  -0.37
22 C 2.928 -0.535 -2.095  -0.72
23 O 1.611 -0.453 -2.336  -0.31
24 C -2.531 -0.482 -2.024  -0.90
25 C -2.580 -0.378 -3.511  0.23
26 C -3.306 -1.116 -4.393  -0.61
27 C -3.104 -0.729 -5.738  -0.46
28 C -2.222 0.293 -5.856  -0.55
29 S -1.622 0.810 -4.328  -0.06
30 C 0.228 -0.296 3.851  -0.35
31 C 0.923 0.742 4.427  -0.82
32 H 4.219 3.543 4.654  0.25
33 H 4.714 1.975 3.970  0.32
34 H 3.792 3.138 2.974  0.33
35 H 3.515 0.904 2.243  0.43
36 H 2.273 -0.926 1.238  0.22
37 H 0.414 -2.391 1.162  -0.10
38 H -0.242 -2.844 2.760  0.44
39 H 0.096 -0.181 0.052  -0.09
40 H -2.153 1.814 -0.409  0.36
41 H -0.262 1.838 -2.075  0.13
42 H -0.339 3.315 -1.106  0.49
43 H 0.870 2.080 -0.745  0.23
44 H -1.020 3.134 1.354  0.55
45 H -1.624 1.611 1.995  0.33
46 H 0.098 1.801 1.652  0.13
47 H -0.701 -1.925 -2.914  0.58
48 H -0.774 -2.525 -1.244  0.17
49 H 1.814 -3.215 -0.624  0.52
50 H 4.178 -1.977 -1.035  0.49
51 H 3.549 0.246 -2.485  0.52
52 H -3.065 0.358 -1.575  0.49
53 H -3.051 -1.403 -1.713  0.35
54 H -3.968 -1.910 -4.095  0.47
55 H -3.594 -1.197 -6.574  0.40
56 H -1.879 0.781 -6.747  0.44
57 H -0.695 -0.638 4.295  0.47
58 H 0.565 1.226 5.321  0.43

Forces on the atoms, in the same order (eV/Å):
C 0.20 0.08 -0.10
O -0.29 -0.14 0.10
C -0.09 -0.13 -0.08
C 0.23 0.32 0.16
C -0.23 -0.19 0.12
C 0.14 -0.06 -0.11
C 0.47 -0.11 0.26
N -0.94 0.67 -0.90
N 0.61 -0.83 0.82
N -0.88 -0.15 0.35
N 0.34 0.70 -0.69
C 0.25 -0.66 0.56
C -0.13 0.43 -0.16
C 0.29 -0.03 0.09
C -0.29 -0.08 0.01
C -0.20 -0.08 -0.17
N 0.17 -0.16 0.05
C 0.14 0.21 -0.23
C -0.05 -0.89 0.53
C -0.53 0.25 -0.26
C 0.08 0.47 -0.29
C 0.78 -0.40 0.36
O -0.44 0.29 -0.22
C -0.15 0.07 0.01
C 0.12 0.14 -0.20
C 0.06 0.07 0.28
C 0.05 0.10 -0.23
C 0.11 0.21 0.22
S -0.30 -0.43 -0.12
C 0.14 0.04 -0.03
C 0.11 0.10 0.01
H 0.02 -0.05 -0.08
H -0.04 0.02 -0.01
H 0.00 -0.03 0.03
H 0.09 0.07 -0.01
H 0.00 -0.03 -0.12
H -0.07 0.01 0.12
H 0.00 0.05 -0.19
H -0.06 0.05 0.01
H -0.03 -0.05 0.00
H 0.11 0.06 -0.08
H 0.02 0.15 0.01
H 0.18 -0.02 0.04
H 0.01 0.12 0.04
H -0.05 0.00 0.13
H 0.16 -0.02 0.06
H -0.02 -0.07 0.10
H 0.08 0.05 -0.07
H -0.14 -0.17 0.09
H 0.25 0.01 0.02
H -0.01 0.16 -0.10
H -0.02 -0.15 0.00
H -0.01 0.15 -0.01
H -0.10 -0.16 0.12
H -0.05 -0.06 -0.17
H 0.04 0.06 -0.23
H -0.13 -0.01 0.06
H -0.05 0.06 0.12

Kohn-Sham gap = 9.222 eV
2S+1 = 1
Energy = -46668.155 eV
Maximum force = 1.46 eV Å⁻¹
Relative energy (zero: lowest compared OMol25 entry of this formula, charge and spin) = 100.50 kcal per mole
HOMO = -8.6275 eV


(2)
The following is a quantum chemistry calculation of C2H5NO2S in the gas phase at a distorted geometry, from the Open Molecules 2025 dataset.

Last column: Mulliken charge in e.
Geometry (Å):
1 O -1.632 -1.430 -0.204  -0.58
2 C -0.753 -0.656 0.167  0.65
3 C -1.121 0.735 0.647  -0.55
4 O -1.038 1.604 -0.470  -0.49
5 N 0.561 -0.899 -0.109  -0.25
6 S 1.866 0.163 0.083  -0.14
7 H -0.439 1.023 1.455  0.35
8 H -2.140 0.862 1.061  0.25
9 H -1.581 1.248 -1.237  0.34
10 H 0.865 -1.878 -0.204  0.29
11 H 2.102 0.563 -1.136  0.13

Forces on the atoms, in the same order (eV/Å):
O 0.93 0.13 0.84
C -2.07 -0.12 -1.32
C -0.52 0.35 0.42
O -0.19 -0.05 -1.38
N 1.41 -0.99 0.14
S 0.09 -0.15 1.75
H 0.12 0.50 -0.53
H 0.41 -1.00 -0.12
H 0.85 0.43 1.65
H -0.78 0.72 -0.23
H -0.25 0.19 -1.22

Kohn-Sham gap = 10.380 eV
2S+1 = 1
Energy = -18574.519 eV
Maximum force = 2.46 eV Å⁻¹
Relative energy (zero: lowest compared OMol25 entry of this formula, charge and spin) = 24.21 kcal per mole
HOMO = -9.7135 eV